Version i
{"formula": "C19H56N10O7", "method": "ωB97M-V/def2-TZVPD", "homo_ev": -8.383, "smiles": "COC[C@H](C)N.COC[C@H](C)N.COC[C@H](C)N.COC[C@H](C)N.NC(N)=O.NC(N)=O.NC(N)=O", "homo_lumo_gap_ev": 9.071, "charge": 0, "elements": ["C", "O", "C", "C", "C", "N", "H", "H", "H", "H", "H", "H", "H", "H", "H", "H", "H", "C", "O", "C", "C", "C", "N", "H", "H", "H", "H", "H", "H", "H", "H", "H", "H", "H", "C", "O", "C", "C", "C", "N", "H", "H", "H", "H", "H", "H", "H", "H", "H", "H", "H", "C", "O", "C", "C", "C", "N", "H", "H", "H", "H", "H", "H", "H", "H", "H", "H", "H", "N", "C", "N", "O", "H", "H", "H", "H", "N", "C", "N", "O", "H", "H", "H", "H", "N", "C", "N", "O", "H", "H", "H", "H"], "xyz": [[15.049, 7.897, 8.615], [14.163, 7.174, 9.446], [13.198, 6.442, 8.708], [12.895, 5.096, 9.344], [14.120, 4.174, 9.196], [11.872, 4.463, 8.492], [15.742, 8.444, 9.255], [14.588, 8.625, 7.946], [15.677, 7.200, 8.052], [12.252, 6.991, 8.614], [13.494, 6.321, 7.662], [12.528, 5.144, 10.370], [14.820, 4.506, 8.427], [13.960, 3.106, 9.061], [14.732, 4.308, 10.095], [11.720, 3.518, 8.830], [10.941, 4.874, 8.659], [2.143, 8.787, 7.531], [2.952, 7.636, 7.350], [4.273, 7.895, 6.855], [5.220, 8.435, 7.941], [6.633, 8.838, 7.484], [5.272, 7.527, 9.094], [2.155, 9.378, 6.610], [2.564, 9.473, 8.275], [1.146, 8.522, 7.869], [4.538, 6.929, 6.429], [4.188, 8.718, 6.141], [4.781, 9.367, 8.318], [7.206, 7.910, 7.390], [7.105, 9.388, 8.294], [6.669, 9.279, 6.489], [5.363, 8.096, 9.930], [4.335, 7.151, 9.221], [5.922, 3.235, 5.469], [5.284, 3.000, 6.704], [3.947, 2.523, 6.644], [3.486, 2.337, 8.118], [2.168, 1.639, 8.184], [3.276, 3.674, 8.738], [5.280, 3.896, 4.875], [6.109, 2.311, 4.913], [6.878, 3.759, 5.473], [3.368, 3.210, 6.019], [4.038, 1.568, 6.112], [4.332, 1.877, 8.626], [1.609, 1.861, 9.094], [2.247, 0.550, 8.260], [1.509, 1.791, 7.327], [2.371, 3.992, 8.410], [3.962, 4.375, 8.488], [9.731, 8.474, 9.489], [10.777, 9.272, 10.060], [10.771, 10.658, 9.819], [11.117, 10.992, 8.383], [12.450, 10.346, 7.915], [11.072, 12.456, 8.200], [8.724, 8.652, 9.873], [9.964, 7.473, 9.849], [9.823, 8.497, 8.404], [9.814, 11.105, 10.120], [11.395, 11.098, 10.605], [10.314, 10.618, 7.742], [12.365, 9.327, 7.538], [13.127, 10.352, 8.773], [12.963, 10.912, 7.134], [11.868, 12.803, 8.730], [11.283, 12.598, 7.218], [9.710, 1.731, 5.028], [8.830, 0.732, 4.908], [8.898, 0.041, 3.743], [8.012, 0.442, 5.783], [10.325, 2.003, 4.280], [9.921, 2.217, 5.885], [9.612, 0.207, 3.060], [8.198, -0.674, 3.648], [9.870, 1.412, 11.947], [10.116, 2.347, 10.980], [10.231, 3.612, 11.447], [10.151, 2.083, 9.777], [9.921, 1.810, 12.866], [9.523, 0.490, 11.770], [10.298, 4.182, 10.612], [10.187, 3.823, 12.423], [6.936, 4.806, 8.009], [8.205, 4.420, 8.228], [8.441, 3.183, 7.806], [9.061, 5.074, 8.865], [6.356, 4.159, 7.479], [6.499, 5.645, 8.350], [9.185, 2.688, 8.289], [7.988, 2.724, 7.035]], "lowdin_charge": [-0.12, -0.17, -0.22, -0.41, -0.06, 0.03, 0.09, 0.06, 0.09, 0.11, 0.12, 0.13, 0.07, 0.07, 0.07, 0.04, 0.02, -0.11, -0.21, -0.17, -0.44, -0.05, 0.05, 0.09, 0.08, 0.09, 0.13, 0.12, 0.12, 0.07, 0.06, 0.08, 0.08, 0.07, -0.11, -0.26, -0.17, -0.40, -0.08, 0.04, 0.09, 0.09, 0.08, 0.13, 0.13, 0.14, 0.08, 0.08, 0.08, 0.06, 0.05, -0.09, -0.20, -0.23, -0.43, -0.05, 0.03, 0.08, 0.07, 0.08, 0.12, 0.13, 0.12, 0.06, 0.08, 0.07, 0.07, 0.06, 0.17, -0.70, 0.15, 0.01, 0.10, 0.10, 0.09, 0.11, 0.16, -0.65, 0.18, -0.01, 0.09, 0.11, 0.08, 0.10, 0.19, -0.64, 0.18, -0.04, 0.05, 0.06, 0.07, 0.06]}

=====

Version ii
{"formula": "C19H56N10O7", "method": "ωB97M-V/def2-TZVPD", "homo_ev": -8.503, "smiles": "COC[C@H](C)N.COC[C@H](C)N.COC[C@H](C)N.COC[C@H](C)N.NC(N)=O.NC(N)=O.NC(N)=O", "homo_lumo_gap_ev": 8.571, "charge": 0, "elements": ["C", "O", "C", "C", "C", "N", "H", "H", "H", "H", "H", "H", "H", "H", "H", "H", "H", "C", "O", "C", "C", "C", "N", "H", "H", "H", "H", "H", "H", "H", "H", "H", "H", "H", "C", "O", "C", "C", "C", "N", "H", "H", "H", "H", "H", "H", "H", "H", "H", "H", "H", "C", "O", "C", "C", "C", "N", "H", "H", "H", "H", "H", "H", "H", "H", "H", "H", "H", "N", "C", "N", "O", "H", "H", "H", "H", "N", "C", "N", "O", "H", "H", "H", "H", "N", "C", "N", "O", "H", "H", "H", "H"], "xyz": [[-3.027, 0.655, 4.452], [-2.483, -0.595, 4.776], [-1.341, -1.064, 4.101], [-1.348, -0.883, 2.573], [-2.556, -1.531, 1.845], [-0.094, -1.249, 1.962], [-3.709, 0.967, 5.238], [-3.593, 0.591, 3.515], [-2.255, 1.399, 4.224], [-0.501, -0.511, 4.540], [-1.137, -2.121, 4.280], [-1.388, 0.211, 2.457], [-2.659, -2.603, 2.008], [-2.343, -1.445, 0.777], [-3.456, -0.972, 2.095], [0.141, -0.870, 1.057], [0.752, -0.997, 2.479], [5.097, 0.218, -2.377], [6.050, -0.519, -1.616], [5.602, -0.802, -0.316], [5.788, 0.322, 0.727], [7.236, 0.860, 0.660], [5.455, -0.135, 2.096], [5.408, 0.486, -3.383], [4.830, 1.135, -1.845], [4.210, -0.422, -2.422], [4.560, -1.147, -0.349], [6.149, -1.671, 0.061], [5.148, 1.147, 0.395], [7.375, 1.470, -0.232], [7.902, -0.004, 0.608], [7.566, 1.427, 1.531], [4.721, -0.828, 2.086], [5.283, 0.657, 2.694], [-6.760, 0.201, 0.595], [-6.246, 0.625, -0.616], [-6.445, -0.331, -1.660], [-6.046, 0.238, -3.023], [-4.869, 1.180, -3.060], [-7.213, 0.971, -3.523], [-6.285, -0.657, 1.086], [-7.835, -0.016, 0.528], [-6.724, 0.992, 1.349], [-5.943, -1.281, -1.449], [-7.510, -0.591, -1.634], [-5.807, -0.661, -3.605], [-4.641, 1.365, -4.113], [-3.957, 0.701, -2.694], [-5.054, 2.128, -2.561], [-7.216, 1.337, -4.467], [-7.988, 0.318, -3.504], [-1.457, 1.824, -0.710], [-0.457, 0.890, -0.333], [0.660, 0.637, -1.138], [1.946, 1.295, -0.631], [2.202, 0.906, 0.800], [1.896, 2.782, -0.652], [-1.098, 2.849, -0.602], [-2.336, 1.759, -0.069], [-1.823, 1.541, -1.699], [0.868, -0.437, -1.161], [0.430, 0.934, -2.168], [2.806, 0.939, -1.201], [2.098, -0.185, 0.786], [1.709, 1.465, 1.591], [3.247, 0.908, 1.128], [1.026, 3.109, -0.248], [2.626, 3.031, 0.003], [3.088, -3.004, 3.603], [2.943, -1.717, 3.953], [3.345, -1.434, 5.224], [2.468, -0.883, 3.190], [3.624, -3.589, 4.217], [2.959, -3.195, 2.625], [3.195, -0.581, 5.725], [3.643, -2.241, 5.742], [1.641, 2.717, -4.543], [0.432, 3.341, -4.488], [-0.015, 3.676, -3.243], [-0.199, 3.635, -5.496], [1.736, 2.344, -5.476], [2.133, 2.341, -3.753], [-0.895, 4.156, -3.240], [0.540, 3.340, -2.474], [-0.420, -3.275, -0.712], [-1.234, -3.925, -1.604], [-0.620, -4.567, -2.632], [-2.452, -3.807, -1.572], [-0.831, -2.533, -0.174], [0.569, -3.294, -0.882], [-1.222, -4.892, -3.365], [0.382, -4.555, -2.665]], "lowdin_charge": [-0.12, -0.18, -0.19, -0.43, -0.02, 0.05, 0.09, 0.07, 0.09, 0.12, 0.13, 0.12, 0.09, 0.06, 0.06, 0.02, 0.02, -0.09, -0.17, -0.22, -0.43, -0.05, 0.06, 0.09, 0.07, 0.08, 0.11, 0.13, 0.10, 0.07, 0.08, 0.07, 0.04, 0.08, -0.15, -0.17, -0.19, -0.43, -0.07, 0.03, 0.08, 0.09, 0.09, 0.13, 0.11, 0.13, 0.08, 0.07, 0.08, 0.07, 0.06, -0.07, -0.20, -0.20, -0.40, -0.08, 0.05, 0.07, 0.09, 0.08, 0.11, 0.12, 0.10, 0.07, 0.10, 0.05, 0.06, 0.07, 0.18, -0.67, 0.17, -0.02, 0.10, 0.12, 0.11, 0.09, 0.15, -0.70, 0.16, 0.01, 0.10, 0.08, 0.11, 0.04, 0.16, -0.68, 0.15, 0.01, 0.05, 0.08, 0.11, 0.09]}

=====

Of them, the most stable is version i and the least stable is version ii.

=====

Version i
{"formula": "C3H7PS", "method": "ωB97M-V/def2-TZVPD", "homo_ev": [-6.786, -6.786], "homo_lumo_gap_ev": [6.397, 6.399], "charge": 0, "elements": ["C", "C", "C", "P", "S", "H", "H", "H", "H", "H", "H", "H"], "xyz": [[-0.201, 0.398, 0.775], [1.133, -0.325, 0.735], [-0.380, -0.404, -1.895], [-0.726, 1.494, 2.782], [-1.199, 0.479, -0.534], [0.835, -1.378, 0.769], [1.788, 0.035, -0.222], [1.728, -0.127, 1.724], [-1.248, -0.859, -2.560], [0.173, -1.209, -1.451], [0.141, 0.349, -2.627], [-2.045, 1.548, 2.504]], "lowdin_charge": [-0.82, -0.24, -0.39, 0.52, 0.84, 0.07, 0.13, 0.09, 0.08, 0.00, 0.08, -0.36]}

=====

Version ii
{"formula": "C3H7PS", "method": "ωB97M-V/def2-TZVPD", "homo_ev": -8.422, "smiles": "C/C=P/SC", "homo_lumo_gap_ev": 7.971, "charge": 0, "elements": ["C", "C", "P", "S", "C", "H", "H", "H", "H", "H", "H", "H"], "xyz": [[-2.671, 0.130, -0.211], [-1.165, 0.291, -0.365], [-0.145, -1.002, -0.198], [2.021, 0.137, -1.091], [2.905, -0.241, 0.432], [-2.998, -0.939, -0.106], [-3.049, 0.650, -1.085], [-3.137, 0.647, 0.713], [-0.825, 1.272, -0.443], [3.803, 0.306, 0.618], [3.105, -1.357, 0.595], [2.157, 0.106, 1.142]], "lowdin_charge": [-0.21, -0.62, 0.82, 0.38, -0.62, 0.06, 0.06, 0.10, 0.01, 0.01, 0.05, -0.03]}

=====

Of them, the most stable is version ii and the least stable is version i.

=====

Version i
{"formula": "C10H16", "method": "ωB97M-V/def2-TZVPD", "homo_ev": [0.766, -3.311], "s2": 0.761, "multiplicity": 2, "homo_lumo_gap_ev": [3.233, 7.201], "charge": -1, "elements": ["C", "C", "H", "H", "H", "H", "H", "H", "C", "C", "C", "C", "C", "C", "C", "C", "H", "H", "H", "H", "H", "H", "H", "H", "H", "H"], "xyz": [[1.324, 1.177, 2.623], [0.121, 1.959, 2.043], [1.154, 0.102, 2.567], [2.280, 1.353, 2.129], [1.350, 1.389, 3.691], [-0.735, 1.293, 2.098], [-0.139, 2.782, 2.708], [0.310, 2.324, 1.046], [-1.660, 0.679, -1.470], [-2.972, -0.086, -1.591], [-0.513, -0.129, -0.920], [-0.621, -1.231, -0.101], [0.832, 0.333, -1.257], [0.482, -1.883, 0.481], [1.915, -0.329, -0.687], [1.799, -1.452, 0.111], [-1.381, 1.067, -2.453], [-1.773, 1.549, -0.810], [-3.805, 0.498, -1.972], [-1.596, -1.467, 0.324], [0.947, 0.958, -2.139], [0.325, -2.690, 1.191], [2.898, 0.020, -0.988], [2.730, -1.860, 0.496], [-3.245, -0.496, -0.613], [-2.790, -0.982, -2.174]], "mulliken_spin": [-0.02, 0.11, 0.02, 0.01, -0.02, -0.01, -0.02, -0.02, -0.08, 0.05, -0.09, -0.04, 0.57, 0.36, -0.16, 0.14, 0.03, 0.01, -0.01, 0.01, 0.09, 0.06, -0.04, 0.05, 0.00, -0.01]}

=====

Version ii
{"formula": "C10H16", "method": "ωB97M-V/def2-TZVPD", "homo_ev": [0.710, -3.354], "s2": 0.761, "multiplicity": 2, "homo_lumo_gap_ev": [3.164, 7.172], "charge": -1, "elements": ["C", "C", "C", "H", "H", "H", "H", "H", "H", "H", "H", "C", "C", "C", "C", "C", "C", "C", "H", "H", "H", "H", "H", "H", "H", "H"], "xyz": [[-0.267, -0.660, 2.674], [1.201, -0.151, 2.682], [-0.799, -1.107, 1.366], [-0.913, 0.072, 3.239], [-0.339, -1.496, 3.408], [1.465, 0.105, 1.648], [1.304, 0.737, 3.325], [-0.036, -1.486, 0.675], [-1.210, -0.274, 0.786], [1.903, -0.879, 3.071], [-1.503, -1.936, 1.330], [-1.917, -0.719, -1.766], [1.717, 1.616, -1.613], [0.483, 2.228, -1.272], [1.754, 0.263, -1.801], [-0.649, 1.373, -1.115], [0.580, -0.484, -2.026], [-0.645, 0.053, -1.672], [2.601, 2.231, -1.537], [0.498, 3.319, -1.293], [2.770, -0.121, -1.843], [-1.473, 1.677, -0.485], [0.469, -1.444, -2.495], [-2.752, -0.414, -1.121], [-1.878, -1.757, -1.412], [-2.363, -0.746, -2.753]], "mulliken_spin": [-0.02, 0.03, 0.01, -0.01, 0.00, 0.02, 0.00, 0.02, -0.02, -0.02, 0.00, -0.04, -0.16, 0.35, 0.22, 0.41, 0.15, 0.12, -0.05, 0.01, 0.00, -0.06, 0.01, 0.02, 0.00, 0.03]}

=====

Version iii
{"formula": "C10H16", "method": "ωB97M-V/def2-TZVPD", "homo_ev": [0.742, -3.067], "s2": 0.763, "multiplicity": 2, "homo_lumo_gap_ev": [2.861, 6.587], "charge": -1, "elements": ["C", "C", "H", "H", "H", "H", "H", "H", "C", "C", "C", "C", "C", "C", "C", "C", "H", "H", "H", "H", "H", "H", "H", "H", "H", "H"], "xyz": [[-1.373, -1.637, 2.589], [-0.133, -2.244, 1.993], [-2.091, -2.465, 2.720], [-1.309, -1.291, 3.623], [-1.665, -0.690, 2.092], [0.012, -3.219, 2.494], [0.797, -1.751, 2.261], [-0.179, -2.278, 0.913], [-0.711, -0.461, -1.377], [-2.143, -0.072, -0.907], [0.345, 0.599, -1.226], [0.435, 1.373, -0.025], [1.250, 0.894, -2.207], [1.446, 2.347, 0.125], [2.399, 1.665, -2.086], [2.519, 2.363, -0.802], [-0.371, -1.355, -0.807], [-0.642, -0.622, -2.449], [-2.304, 0.793, -0.280], [-0.322, 1.286, 0.751], [1.203, 0.221, -3.123], [1.546, 3.025, 0.955], [2.985, 2.057, -2.878], [3.553, 2.548, -0.543], [-2.375, -0.787, -0.099], [-2.874, -0.300, -1.708]], "mulliken_spin": [0.02, 0.12, -0.02, 0.00, 0.00, -0.03, -0.03, 0.00, -0.07, 0.03, 0.14, 0.27, -0.10, -0.10, 0.30, 0.22, 0.05, 0.03, 0.01, 0.10, 0.00, 0.01, 0.06, 0.04, 0.00, -0.03]}

=====

Of them, the most stable is version i and the least stable is version iii.

=====

Version i
{"formula": "C5H11ClSi", "method": "ωB97M-V/def2-TZVPD", "homo_ev": -9.404, "smiles": "C[SiH](C)Cl.C1=CC1", "homo_lumo_gap_ev": 10.263, "charge": 0, "elements": ["C", "Si", "C", "Cl", "H", "H", "H", "H", "H", "H", "H", "C", "C", "C", "H", "H", "H", "H"], "xyz": [[2.054, 0.905, 1.530], [1.832, -0.032, -0.109], [3.324, 0.195, -1.268], [1.574, -2.004, 0.301], [1.114, 0.963, 2.071], [2.773, 0.418, 2.186], [2.399, 1.921, 1.358], [0.605, 0.424, -0.777], [4.084, -0.569, -1.119], [3.012, 0.143, -2.309], [3.794, 1.160, -1.116], [-3.091, -1.029, -0.234], [-3.419, -0.058, 0.560], [-4.464, -0.455, -0.440], [-2.411, -1.772, -0.565], [-3.189, 0.624, 1.340], [-4.658, 0.181, -1.297], [-5.334, -1.015, -0.111]], "lowdin_charge": [-0.25, 0.14, -0.25, 0.28, 0.02, 0.02, 0.02, -0.04, 0.02, 0.02, 0.02, -0.06, -0.06, -0.17, 0.08, 0.08, 0.07, 0.07]}

=====

Version ii
{"formula": "C5H11ClSi", "method": "ωB97M-V/def2-TZVPD", "homo_ev": -10.072, "homo_lumo_gap_ev": 10.937, "charge": 0, "elements": ["C", "C", "C", "C", "C", "Si", "Cl", "H", "H", "H", "H", "H", "H", "H", "H", "H", "H", "H"], "xyz": [[-1.436, 1.451, 0.094], [-0.336, 2.119, -0.732], [-0.692, 0.709, -0.885], [-0.456, -2.278, 0.320], [1.717, -0.289, 1.027], [0.434, -0.774, -0.318], [1.547, -1.210, -2.035], [-1.270, 1.045, 1.167], [-2.307, 1.985, -0.055], [-0.614, 2.831, -1.504], [0.544, 2.355, -0.137], [-1.417, 0.193, -2.008], [-0.004, -2.411, 1.216], [-1.479, -1.979, 0.300], [-0.283, -3.122, -0.393], [2.398, 0.543, 0.529], [1.390, 0.076, 2.033], [2.264, -1.245, 1.379]], "lowdin_charge": [-0.21, -0.17, -0.45, -0.18, -0.24, 0.18, 0.28, 0.13, 0.07, 0.10, 0.09, 0.20, -0.02, 0.02, 0.05, 0.06, 0.03, 0.05]}

=====

Of them, the most stable is version ii and the least stable is version i.